Density functional theory data (ωB97M-V/def2-TZVPD) for a structure of composition C33H47BCrN4O2P2 at a distorted geometry.

Results
Energy (eV): -92711.6774
Frontier orbital gap (spin up / spin down) (eV): 6.97 / 6.08
LUMO energy (spin up / spin down) (eV): 0.35 / -0.04
⟨S²⟩: 6.090
HOMO level (spin up / spin down) (eV): -6.63 / -6.12

```
! wB97M-V def2-TZVPD RIJCOSX def2/J DEFGRID3
* xyz 0 5
Cr 0.3288 0.4452 1.5521
C -1.6671 1.8601 -6.0644
C -1.7263 0.6082 -5.5995
C -0.9541 -0.5666 -6.1356
C 0.4843 -0.2889 -6.6369
C 1.3647 0.5603 -5.7645
C 1.4218 1.8911 -5.8113
C 0.6643 2.7654 -6.7837
C -0.7699 2.3336 -7.1658
C 1.4720 0.6974 3.3907
H -2.3660 2.6225 -5.7191
H -2.4450 0.3456 -4.8179
H -1.5073 -1.0484 -6.9794
H -0.9397 -1.3434 -5.3391
H 0.9767 -1.2704 -6.7525
H 0.4288 0.1493 -7.6446
H 2.0381 -0.0136 -5.1252
H 2.1156 2.4489 -5.1757
H 1.2293 2.8768 -7.7375
H 0.6508 3.7880 -6.3559
H -1.2594 3.2136 -7.6249
H -0.7105 1.5697 -7.9546
H 1.3332 1.5819 4.0468
H 2.3281 1.0169 2.7484
H 1.8871 -0.1545 3.9640
P 1.9136 -0.4358 0.2679
P -1.0843 -0.7689 0.2860
N 2.9625 0.8368 -0.3083
N 2.9963 -1.6972 0.7899
N -1.9181 0.5034 -0.5894
N -2.4486 -1.7291 0.6964
C 1.2106 -1.0928 -1.2847
C -0.1943 -1.6851 -1.0610
C 2.8719 2.1799 0.0938
C 3.8486 2.9022 -0.5748
C 4.5495 1.9916 -1.4377
C 3.9759 0.7352 -1.2576
C 3.9181 -1.5614 1.8368
C 4.7256 -2.6942 1.8791
C 4.2724 -3.5792 0.8387
C 3.1983 -2.9567 0.2114
C -1.9489 1.8502 -0.1773
C -2.2407 2.6365 -1.2880
C -2.3524 1.7559 -2.4203
C -2.2097 0.4597 -1.9456
C -3.5032 -2.0212 -0.1761
C -4.3594 -2.9168 0.4439
C -3.8140 -3.1959 1.7469
C -2.6555 -2.4518 1.8799
H 1.8886 -1.8489 -1.7082
H 1.1645 -0.2109 -1.9549
H -0.7588 -1.6624 -2.0071
H -0.1636 -2.7380 -0.7169
H 2.1080 2.4802 0.7908
H 4.0205 3.9636 -0.4854
H 5.3554 2.2563 -2.1055
H 4.1952 -0.2079 -1.7274
H 3.8924 -0.6907 2.4683
H 5.5258 -2.8873 2.5737
H 4.6733 -4.5530 0.6079
H 2.5347 -3.3092 -0.5645
H -1.8198 2.1024 0.8651
H -2.3585 3.7149 -1.3308
H -2.4877 2.0482 -3.4575
H -2.3105 -0.5043 -2.4401
H -3.5611 -1.5322 -1.1370
H -5.2591 -3.3333 0.0099
H -4.2328 -3.8829 2.4702
H -1.9617 -2.3546 2.7038
C 0.4480 -0.5241 6.5176
C -0.7494 -0.6856 5.5685
C -1.6492 -1.7699 6.1226
O -0.2507 -1.1240 4.2828
B -0.1755 0.0664 3.5096
O -0.9695 1.1438 4.0380
C -1.5187 0.6790 5.2659
C -3.0180 0.4734 5.0513
C -1.2905 1.7940 6.2652
H 0.8867 -1.5120 6.6740
H 0.1048 -0.1728 7.5097
H 1.2440 0.1167 6.1140
H -1.1101 -2.7296 6.1301
H -1.9499 -1.5275 7.1535
H -2.5673 -1.8541 5.5182
H -3.5556 0.2477 5.9893
H -3.4299 1.4094 4.6592
H -3.2034 -0.3188 4.3072
H -0.2311 2.0397 6.3727
H -1.8124 2.6980 5.8973
H -1.7396 1.5462 7.2355
*
```